# 1
{
  "formula": "C14H37N2O18S3V2",
  "method": "ωB97M-V with the def2-TZVPD basis set",
  "elements": ["O", "V", "O", "O", "V", "O", "C", "C", "C", "O", "H", "H", "H", "H", "H", "H", "H", "O", "S", "O", "O", "C", "C", "C", "H", "H", "H", "H", "H", "H", "H", "H", "O", "S", "O", "O", "C", "C", "C", "H", "H", "H", "H", "H", "H", "H", "H", "O", "S", "O", "O", "C", "C", "C", "H", "H", "H", "H", "H", "H", "H", "H", "C", "N", "O", "O", "H", "H", "H", "C", "N", "O", "O", "H", "H", "H"],
  "coordinates": [[3.321, 1.042, 0.891], [2.272, 0.125, 1.584], [3.112, -1.135, 2.184], [-2.059, 2.534, 2.733], [-0.483, 2.452, 2.606], [0.082, 3.883, 2.044], [-1.376, 2.200, -0.629], [-0.355, 1.069, -0.355], [0.758, 1.168, -1.420], [0.162, 1.088, 0.923], [-2.011, 1.931, -1.473], [-0.922, 3.104, -1.035], [-1.964, 2.486, 0.243], [-0.790, 0.070, -0.347], [1.523, 0.398, -1.328], [1.249, 2.135, -1.308], [0.394, 0.960, -2.427], [-1.418, 0.013, 3.713], [-0.866, -1.303, 3.296], [0.418, -1.348, 2.626], [-0.878, -2.463, 4.518], [-1.893, -2.435, 5.549], [-1.534, -3.121, 6.838], [-1.950, -2.212, 1.991], [-2.822, -2.901, 5.221], [-2.159, -1.410, 5.807], [-1.395, -4.180, 6.618], [-2.273, -2.931, 7.616], [-0.643, -2.722, 7.323], [-1.370, -3.068, 1.646], [-2.076, -1.496, 1.179], [-2.772, -2.638, 2.566], [0.039, -3.136, -0.721], [1.449, -2.983, -0.598], [1.977, -1.782, -0.055], [2.190, -4.222, 0.302], [3.602, -4.107, 0.434], [4.203, -5.236, 1.285], [2.298, -3.225, -2.260], [4.043, -3.148, 0.706], [3.931, -4.286, -0.590], [5.276, -5.399, 1.186], [3.683, -6.175, 1.092], [4.131, -5.078, 2.361], [2.285, -4.307, -2.391], [3.323, -2.981, -1.982], [2.045, -2.508, -3.041], [4.612, 4.875, -3.060], [3.845, 4.227, -2.026], [3.801, 4.571, -0.588], [2.303, 4.259, -2.558], [1.778, 5.486, -2.348], [0.387, 5.317, -2.950], [4.107, 2.373, -2.088], [2.341, 6.217, -2.929], [1.720, 5.701, -1.281], [-0.119, 4.490, -2.451], [0.429, 5.080, -4.013], [-0.277, 6.123, -2.635], [3.443, 2.118, -1.262], [5.124, 2.124, -1.785], [3.652, 2.070, -3.031], [-6.619, 1.558, -1.073], [-5.336, 1.858, -0.395], [-4.667, 2.848, -0.867], [-5.022, 1.080, 0.449], [-6.634, 0.599, -1.592], [-6.921, 2.315, -1.797], [-7.368, 1.438, -0.291], [-2.158, -0.873, -3.391], [-3.147, -1.894, -3.745], [-2.724, -3.028, -3.761], [-4.323, -1.590, -3.849], [-2.499, 0.094, -3.759], [-1.196, -1.254, -3.732], [-2.293, -0.905, -2.310]],
  "lumo_ev": -5.821,
  "total_energy_ha": -5101.3822,
  "total_charge": 1,
  "e_homo_ha": -0.46790
}


# 2
{
  "formula": "C14H37NNbO3P",
  "method": "ωB97M-V with the def2-TZVPD basis set",
  "elements": ["C", "C", "O", "C", "Nb", "P", "O", "O", "H", "H", "H", "H", "H", "H", "H", "H", "H", "H", "H", "H", "H", "C", "C", "C", "C", "N", "C", "C", "C", "C", "C", "C", "C", "H", "H", "H", "H", "H", "H", "H", "H", "H", "H", "H", "H", "H", "H", "H", "H", "H", "H", "H", "H", "H", "H", "H", "H"],
  "coordinates": [[0.627, -3.861, 2.401], [-0.833, -3.286, 2.293], [-0.787, -2.027, 1.650], [-1.825, -1.116, 2.099], [-3.987, -1.847, 2.120], [-6.357, -2.913, 2.009], [-6.127, -4.484, 1.342], [-6.719, -3.197, 3.655], [0.892, -4.477, 1.529], [1.309, -3.001, 2.537], [0.724, -4.518, 3.285], [-1.232, -3.259, 3.315], [-1.396, -3.969, 1.629], [-1.594, -0.656, 3.092], [-1.812, -0.273, 1.363], [-3.606, -3.238, 3.233], [-3.670, -2.816, 0.605], [-4.575, -0.415, 1.131], [-4.410, -0.888, 3.642], [-5.243, -4.432, 0.974], [-7.668, -3.235, 3.755], [2.551, 4.046, -3.252], [2.453, 4.124, -1.732], [3.166, 2.987, -0.994], [2.677, 1.564, -1.232], [1.246, 1.238, -0.839], [1.187, -0.153, -0.208], [1.641, 0.060, 1.217], [1.047, 1.406, 1.608], [0.704, 2.107, 0.297], [0.302, 1.303, -2.027], [0.355, 0.138, -3.014], [1.610, -0.038, -3.867], [2.094, 3.138, -3.649], [2.039, 4.898, -3.699], [3.593, 4.071, -3.578], [1.400, 4.184, -1.446], [2.907, 5.063, -1.406], [3.188, 3.197, 0.079], [4.217, 3.007, -1.302], [3.322, 0.882, -0.681], [2.797, 1.325, -2.283], [0.146, -0.481, -0.236], [1.817, -0.835, -0.775], [2.732, 0.096, 1.280], [1.305, -0.743, 1.870], [1.747, 1.988, 2.209], [0.145, 1.279, 2.205], [1.095, 3.116, 0.245], [-0.376, 2.165, 0.180], [0.462, 2.263, -2.516], [-0.705, 1.314, -1.610], [-0.480, 0.295, -3.701], [0.136, -0.802, -2.506], [1.922, 0.903, -4.325], [1.410, -0.742, -4.674], [2.439, -0.453, -3.291]],
  "lumo_ev": -0.295,
  "total_energy_ha": -1234.0656,
  "e_homo_ha": -0.21399
}


# 3
{
  "formula": "C14H38BN8O17",
  "method": "ωB97M-V with the def2-TZVPD basis set",
  "elements": ["O", "C", "O", "B", "O", "C", "O", "O", "C", "O", "C", "O", "O", "O", "H", "H", "O", "H", "H", "O", "H", "H", "C", "O", "N", "N", "H", "H", "H", "H", "C", "O", "N", "N", "H", "H", "H", "H", "C", "O", "N", "N", "H", "H", "H", "H", "C", "O", "N", "N", "H", "H", "H", "H", "C", "C", "C", "O", "H", "H", "H", "H", "H", "H", "H", "H", "C", "C", "C", "O", "H", "H", "H", "H", "H", "H", "H", "H"],
  "coordinates": [[1.478, 2.441, 1.770], [0.883, 1.745, 0.937], [1.054, 0.466, 0.647], [0.267, 0.066, -0.520], [-0.834, 1.063, -0.591], [-0.421, 2.092, 0.232], [-1.061, 3.071, 0.570], [-0.268, -1.313, -0.332], [0.287, -2.062, -1.190], [0.141, -3.229, -1.227], [1.113, -1.140, -2.135], [1.117, 0.062, -1.691], [1.844, -1.585, -2.954], [2.248, 5.694, 0.864], [2.090, 4.912, 0.335], [2.545, 5.356, 1.709], [2.806, 4.816, 3.429], [2.756, 4.970, 4.373], [2.452, 3.934, 3.311], [-2.303, 3.773, -2.246], [-2.170, 3.865, -1.303], [-1.612, 4.306, -2.639], [3.777, -0.498, -5.745], [4.517, -0.415, -6.677], [3.130, -1.525, -5.368], [3.824, 0.391, -4.850], [2.752, -1.625, -4.437], [3.129, -2.348, -5.954], [4.418, 1.206, -4.897], [3.220, 0.170, -4.072], [-4.910, 1.194, -1.821], [-6.058, 0.760, -1.575], [-4.685, 2.449, -2.118], [-3.754, 0.498, -1.845], [-3.735, 2.786, -2.187], [-5.458, 3.100, -2.129], [-2.858, 0.902, -1.613], [-3.992, -0.432, -1.531], [0.768, -7.112, -3.277], [0.948, -7.776, -4.270], [0.362, -5.905, -3.278], [0.927, -7.590, -2.062], [0.140, -5.476, -4.165], [0.130, -5.306, -2.498], [1.219, -8.554, -1.986], [0.682, -6.983, -1.294], [-3.800, -2.141, 0.404], [-4.970, -2.149, 0.679], [-3.365, -2.492, -0.769], [-2.841, -1.651, 1.195], [-4.034, -2.800, -1.459], [-2.368, -2.571, -0.915], [-1.889, -1.548, 0.873], [-3.000, -1.125, 2.042], [-1.112, 3.650, 3.956], [-1.420, 5.139, 3.983], [-0.365, 6.055, 4.532], [-1.655, 5.414, 2.634], [-0.035, 3.520, 3.850], [-1.686, 3.072, 3.231], [-1.293, 2.949, 4.771], [-2.313, 5.335, 4.576], [0.538, 5.883, 3.946], [-0.142, 5.830, 5.575], [-0.677, 7.093, 4.412], [-1.715, 4.558, 2.203], [2.698, -2.019, 1.908], [1.641, -3.053, 2.481], [1.800, -4.583, 2.298], [1.716, -2.729, 3.836], [2.845, -2.120, 0.833], [3.682, -2.150, 2.358], [2.487, -0.967, 2.095], [0.613, -2.888, 2.157], [1.760, -4.819, 1.234], [1.131, -5.196, 2.903], [2.799, -4.879, 2.619], [2.060, -1.833, 3.864]],
  "lumo_ev": 1.254,
  "total_energy_ha": -2298.6358,
  "total_charge": -1,
  "e_homo_ha": -0.26594
}


# 4
{
  "formula": "C14H38N2O7Ti",
  "method": "ωB97M-V with the def2-TZVPD basis set",
  "elements": ["Ti", "C", "O", "C", "C", "N", "C", "C", "O", "C", "H", "H", "H", "H", "H", "H", "H", "H", "H", "H", "H", "H", "H", "H", "H", "C", "O", "C", "C", "N", "C", "C", "O", "C", "H", "H", "H", "H", "H", "H", "H", "H", "H", "H", "H", "H", "H", "H", "H", "C", "C", "O", "O", "H", "H", "H", "H", "H", "H", "O", "H", "H"],
  "coordinates": [[-0.998, 0.388, 0.526], [4.998, 1.201, 1.844], [3.597, 1.003, 1.758], [3.119, 0.004, 2.621], [1.643, -0.248, 2.337], [1.285, -0.238, 0.893], [1.528, -1.578, 0.252], [0.853, -2.776, 0.904], [1.476, -3.967, 0.468], [1.124, -4.399, -0.819], [5.539, 0.299, 2.122], [5.195, 1.955, 2.622], [5.311, 1.682, 0.921], [3.207, 0.354, 3.656], [3.657, -0.940, 2.461], [1.048, 0.563, 2.776], [1.323, -1.152, 2.846], [2.032, 0.319, 0.479], [2.602, -1.776, 0.223], [1.090, -1.509, -0.744], [-0.219, -2.809, 0.671], [0.982, -2.821, 1.986], [0.316, -5.141, -0.784], [1.944, -4.859, -1.369], [0.759, -3.567, -1.436], [1.444, 3.217, 1.117], [0.300, 2.785, 0.409], [0.512, 2.848, -0.990], [-0.729, 2.386, -1.693], [-0.900, 0.918, -1.704], [-0.045, 0.251, -2.704], [-0.676, -1.084, -3.075], [-2.034, -0.859, -3.318], [-2.689, -1.944, -3.954], [2.395, 2.927, 0.666], [1.376, 2.825, 2.129], [1.478, 4.312, 1.201], [1.330, 2.170, -1.274], [0.772, 3.865, -1.296], [-0.811, 2.781, -2.715], [-1.623, 2.795, -1.208], [-1.857, 0.720, -1.971], [0.945, 0.119, -2.271], [-0.016, 0.850, -3.622], [-0.495, -1.817, -2.271], [-0.192, -1.504, -3.967], [-2.161, -2.241, -4.865], [-3.700, -1.640, -4.201], [-2.689, -2.799, -3.269], [-4.261, 0.388, 0.749], [-3.983, 1.735, 1.363], [-2.567, 1.938, 1.569], [-3.404, 0.112, -0.371], [-5.294, 0.346, 0.404], [-4.051, -0.398, 1.471], [-4.480, 1.859, 2.324], [-4.339, 2.532, 0.701], [-2.468, 2.313, 2.447], [-3.779, 0.641, -1.086], [-1.591, -0.790, 2.467], [-2.119, -1.588, 2.371], [-1.009, -0.955, 3.219]],
  "lumo_ev": [-2.209, -2.467],
  "s_squared": 3.7520,
  "multiplicity": 4,
  "total_energy_ha": -2041.5254,
  "total_charge": 1,
  "relative_energy_kj_mol": 42.9,
  "e_homo_ha": [-0.24788, -0.44498]
}